C5H6FN | ωB97M-V/def2-TZVPD

XYZ file:
```
13
Properties=species:S:1:pos:R:3
C 0.99856 -1.68133 -0.02934
C 0.87381 -0.18245 -0.12804
C -0.31923 0.46832 -0.21546
C -0.56516 1.98135 0.01120
C -1.30130 -0.46107 -0.15130
H 1.50472 -1.95231 -0.83077
H 1.28535 -2.09173 1.00083
H -0.07793 -2.11064 -0.38925
H -1.46938 2.18668 -0.70780
H 0.29380 2.64054 0.03626
H -1.10649 2.11528 1.04168
N -2.19344 -1.23928 0.21863
F 2.07669 0.32664 0.14335
```

Summary:
Multiplicity: 1
Charge: 0
Max |F| in hartree/bohr: 0.2257
Relative energy (zero: lowest compared OMol25 entry of this formula, charge and spin) in kJ/mol: 241.88
Kohn-Sham gap in eV: 10.111
Structure (SMILES): C/C(F)=C(/C)C#N

Atom charges from the Mulliken analysis, given in e for atoms 1 to 2: -0.964, 0.459

=====

C5H6FNO | ωB97M-V/def2-TZVPD

XYZ file:
```
14
Properties=species:S:1:pos:R:3
C -1.40695 0.78621 0.03750
C -1.42530 -0.62538 0.04155
C -0.23581 1.47430 0.12922
C -0.24065 -1.28073 0.15584
C 1.01661 0.78552 0.21027
N 0.91026 -0.59178 0.24950
O 2.13981 1.30545 0.23096
F 3.57822 -0.65116 -0.09937
H -2.34400 1.31428 -0.04646
H -2.35017 -1.16916 -0.04795
H -0.20673 2.55192 0.12314
H -0.15860 -2.35629 0.17533
H 1.78754 -1.10650 0.29579
H 3.18492 0.25902 0.03812
```

Summary:
Multiplicity: 1
Charge: 0
Max |F| in hartree/bohr: 0.0129
Relative energy (zero: lowest compared OMol25 entry of this formula, charge and spin) in kJ/mol: 0.00
Kohn-Sham gap in eV: 9.420
Structure (SMILES): O=c1cccc[nH]1.F

Atom charges from the Mulliken analysis, given in e for atoms 1 to 2: -0.089, -0.597

=====

C5H6FNS | ωB97M-V/def2-TZVPD

XYZ file:
```
14
Properties=species:S:1:pos:R:3
C -0.51043 1.84170 0.30339
C -0.01015 0.74720 0.91448
C 0.69597 -1.49313 1.38937
C 0.40375 -2.74529 1.33210
C 0.29734 -0.87729 -0.89860
H -0.76609 1.96413 -0.76397
H 0.15295 0.81240 1.98345
H 1.30084 -1.04357 2.25660
H 0.76494 -3.43963 2.10338
H -0.25053 -3.20817 0.55927
H 0.72590 -1.87746 -1.03641
N 0.30771 -0.51917 0.39921
F -0.70528 2.92590 1.06768
S -0.18708 -0.04661 -2.23440
```

Summary:
Multiplicity: 1
Charge: 0
Max |F| in hartree/bohr: 0.0691
Relative energy (zero: lowest compared OMol25 entry of this formula, charge and spin) in kJ/mol: 112.64
Kohn-Sham gap in eV: 8.810
Structure (SMILES): C=CN(C=S)/C=C/F

Atom charges from the Mulliken analysis, given in e for atoms 1 to 2: -0.283, -0.059

=====

C5H6I2N2 | ωB97M-V/def2-TZVPD

XYZ file:
```
15
Properties=species:S:1:pos:R:3
C -1.75065 -1.18926 1.28581
C -1.29005 -0.02528 0.76043
C -1.77558 -1.50771 -0.82138
C 3.03410 1.53314 0.33723
C -0.71206 0.70134 -1.40379
N -2.04513 -2.08768 0.26921
N -1.29014 -0.22026 -0.62340
I -0.86520 0.27100 -3.47348
I 2.41154 -0.29982 1.23985
H -1.84622 -1.52850 2.37404
H -1.27858 0.88790 1.28013
H -1.83127 -2.07293 -1.75596
H 3.43013 2.28731 1.04131
H 2.09417 1.87713 -0.09019
H 3.71494 1.37361 -0.41982
```

Summary:
Multiplicity: 1
Charge: 0
Max |F| in hartree/bohr: 0.0499
Relative energy (zero: lowest compared OMol25 entry of this formula, charge and spin) in kJ/mol: 171.13
Kohn-Sham gap in eV: 8.125

Atom charges from the Mulliken analysis, given in e for atoms 1 to 2: -0.287, -0.454

=====

C5H6IPS | ωB97M-V/def2-TZVPD

XYZ file:
```
14
Properties=species:S:1:pos:R:3
C 0.94484 0.35456 -1.80984
C 0.55097 1.09909 -0.98154
C 0.84570 -1.78505 0.68987
C 1.79151 -1.22918 1.12618
C 0.14372 2.00137 0.08391
P -0.59163 -2.43522 0.00314
S 3.21204 -0.41509 1.71550
I 4.46374 0.22581 -0.34756
H 1.56080 -0.12186 -2.41251
H 1.02949 1.95046 0.67487
H -0.00686 3.05280 -0.25782
H -0.71878 1.84934 0.77116
H -1.19882 -2.29766 1.21409
H -0.28289 -3.81035 0.38459
```

Summary:
Multiplicity: 1
Charge: 0
Max |F| in hartree/bohr: 0.0981
Relative energy (zero: lowest compared OMol25 entry of this formula, charge and spin) in kJ/mol: 0.00
Kohn-Sham gap in eV: 7.289
Structure (SMILES): PC#CSI.C#CC

Atom charges from the Mulliken analysis, given in e for atoms 1 to 2: -0.167, -0.138

=====

C5H6IrO3 | ωB97M-V/def2-TZVPD

XYZ file:
```
15
Properties=species:S:1:pos:R:3
O 4.51153 -1.40268 -1.71897
C 4.06807 -0.89381 -0.79211
O 3.65364 -0.54760 0.25139
O 1.00094 1.17699 0.72891
C -0.18130 1.06288 0.01881
C -1.03710 -0.13862 0.43174
C -2.24936 -0.29666 -0.45930
C -3.50057 -0.25874 -0.05661
Ir 2.31455 0.30224 1.32053
H 0.04115 0.97719 -1.06345
H -0.78758 1.97965 0.15120
H -1.34429 -0.03033 1.48226
H -0.41974 -1.04961 0.34962
H -2.03461 -0.46131 -1.52492
H -4.03533 -0.41959 0.88089
```

Summary:
Multiplicity: 6
Charge: +2
Max |F| in hartree/bohr: 0.1447
Relative energy (zero: lowest compared OMol25 entry of this formula, charge and spin) in kJ/mol: 0.00
Kohn-Sham gap (spin up / spin down) in eV: 8.868 / 5.059

Atom charges from the Mulliken analysis, given in e for atoms 1 to 2: -0.128, 0.757

=====

C5H6KO4 | ωB97M-V/def2-TZVPD

XYZ file:
```
16
Properties=species:S:1:pos:R:3
O 1.04447 0.11940 1.00332
C 0.43641 -1.08102 0.77996
C -0.92902 -1.17551 1.07707
O -1.62509 -0.23351 1.55186
K -1.58636 2.21810 2.24291
H 1.10273 -1.94205 0.73419
H -1.31319 -2.20874 1.14681
C 4.55785 -2.07749 3.09192
C 4.18935 -0.89631 2.62300
O 2.83222 -0.70817 2.32765
C 2.35077 0.32887 1.73844
O 3.17500 1.25908 1.40035
H 3.85111 -2.90253 3.18572
H 4.84884 -0.08276 2.33041
H 5.62028 -2.29095 3.19825
H 2.72770 2.00762 0.97722
```

Summary:
Multiplicity: 1
Charge: +1
Max |F| in hartree/bohr: 0.0886
Relative energy (zero: lowest compared OMol25 entry of this formula, charge and spin) in kJ/mol: 68.88
Kohn-Sham gap (spin up / spin down) in eV: 7.183 / 6.157

Atom charges from the Mulliken analysis, given in e for atoms 1 to 2: -0.320, -0.266

=====

C5H6MnO2 | ωB97M-V/def2-TZVPD

XYZ file:
```
14
Properties=species:S:1:pos:R:3
C -1.94922 1.66043 -0.39942
C -1.70118 0.14040 -0.22721
O -0.89915 2.36592 -0.29565
H -1.99409 -0.03277 0.82384
H -2.47403 -0.37383 -0.81896
Mn 0.92858 1.77314 -0.16776
C 0.33554 -1.19585 0.41308
C -0.33024 -0.39229 -0.55232
H 0.07065 -1.09977 1.47017
H 0.82694 -2.13575 0.16110
H -0.22375 -0.56478 -1.62797
O 2.60434 0.34280 0.65033
C 1.70864 -0.06053 -0.37195
H 3.09697 -0.42713 0.94273
```

Summary:
Multiplicity: 6
Charge: 0
Max |F| in hartree/bohr: 0.0493
Kohn-Sham gap (spin up / spin down) in eV: 5.962 / 5.601

Atom charges from the Mulliken analysis, given in e for atoms 1 to 2: -0.599, -0.438